A.
{"formula": "C6H11PS", "method": "ωB97M-V with the def2-TZVPD basis set", "molar_mass_g_mol": 146.2, "species": ["C", "C", "C", "C", "C", "C", "P", "S", "H", "H", "H", "H", "H", "H", "H", "H", "H", "H", "H"], "coordinates": [[1.27126, 0.10406, -1.03833], [0.28404, -0.63413, -0.58481], [1.16290, 1.58403, -0.74819], [-0.26302, 1.89449, -0.26938], [-0.03166, -2.83926, -0.70052], [-0.69915, 0.06729, 2.04125], [-1.02190, 0.27287, 0.23983], [-2.86206, -0.05837, -0.26817], [2.14431, -0.25651, -1.55729], [1.89656, 1.83752, 0.02261], [1.41518, 2.16233, -1.64009], [-0.29271, 2.62713, 0.53830], [-0.87680, 2.27561, -1.09033], [0.35423, -3.04436, -1.67873], [-1.09703, -2.86183, -0.57955], [0.56181, -3.16467, 0.13205], [-0.52889, -0.99445, 2.23474], [0.16985, 0.63996, 2.35910], [-1.58690, 0.38831, 2.58750]], "lowdin_charge": [-0.170, -0.218, -0.244, -0.293, 0.103, -0.227, 0.276, 0.160, 0.099, 0.108, 0.106, 0.084, 0.081, 0.008, -0.005, 0.006, 0.043, 0.044, 0.039]}

***

B.
{"formula": "C6H11PS", "method": "ωB97M-V with the def2-TZVPD basis set", "molar_mass_g_mol": 146.2, "species": ["C", "C", "C", "C", "C", "C", "P", "S", "H", "H", "H", "H", "H", "H", "H", "H", "H", "H", "H"], "coordinates": [[0.21223, -2.88505, -2.43364], [-0.62033, 0.91604, 2.00128], [0.68105, -1.85970, -1.69657], [0.66149, 1.01385, 1.66939], [1.73777, 1.69066, 2.58279], [-2.41747, 0.70104, -1.77587], [0.00741, -1.28081, -0.15853], [1.31366, 0.36416, 0.03512], [0.77275, -3.29826, -3.22129], [-0.51148, -3.70533, -1.99658], [-1.28373, 0.61029, 1.28615], [-0.81733, 1.32079, 2.94192], [1.39860, -1.25938, -2.18680], [1.25222, 2.45222, 3.20561], [2.12945, 0.86547, 3.21770], [2.48837, 2.18445, 1.87331], [-2.88692, 1.15244, -2.59147], [-1.91844, -0.29283, -1.86776], [-2.19930, 1.30997, -0.88476]], "lowdin_charge": [-0.096, -0.063, -0.593, -0.675, -0.118, 0.076, 0.650, 0.537, 0.023, 0.090, -0.022, 0.051, 0.017, 0.067, 0.082, 0.083, -0.047, -0.045, -0.016]}

***

Q: Which of them is the most stable? A: A.

***

A.
{"formula": "C2H4P2", "method": "ωB97M-V with the def2-TZVPD basis set", "molar_mass_g_mol": 90.0, "smiles": "[H]/P=C/P=C", "species": ["H", "P", "C", "P", "C", "H", "H", "H"], "coordinates": [[-2.65584, -0.33989, -0.70515], [-1.98087, -0.06276, 0.47658], [-0.63200, -0.88178, -0.17736], [1.07289, -0.78841, 0.36384], [1.47796, 0.83180, 0.36401], [-0.74837, -1.44429, -1.00025], [2.54014, 0.88761, 0.42895], [0.92608, 1.79773, 0.24936]], "lowdin_charge": [-0.173, 0.753, -0.839, 0.754, -0.378, -0.081, -0.055, 0.018]}

***

B.
{"formula": "C2H4P2", "method": "ωB97M-V with the def2-TZVPD basis set", "molar_mass_g_mol": 90.0, "smiles": "[H]/P=C/P=C", "species": ["H", "P", "C", "P", "C", "H", "H", "H"], "coordinates": [[-2.97970, -0.62951, -0.41866], [-2.02167, 0.12876, 0.27461], [-0.66535, -0.73373, -0.26477], [1.09169, -0.71991, 0.20010], [1.66410, 0.84747, 0.32556], [-0.84767, -1.61984, -0.87215], [2.69785, 0.99608, 0.57973], [1.06075, 1.73067, 0.17557]], "lowdin_charge": [-0.169, 0.739, -0.869, 0.755, -0.374, -0.038, -0.030, -0.015]}

***

Q: Which of them is the most stable? A: B.